Here is one molecule with the formula C22H30N4O5S from the OMol25 dataset. Energies are from ωB97M-V/def2-TZVPD.

Output
HOMO energy	-7.98	eV
ΔE to the lowest compared entry with this formula, charge and spin	1.0	kcal/mol
energy	-1849.85250	a.u.

Cartesian coordinates (Å):
C -0.780 -2.005 -1.839
C -0.503 -3.290 -1.074
H -1.428 -3.721 -0.684
H 0.001 -4.017 -1.722
O 0.298 -3.085 0.092
C 1.584 -2.790 -0.065
O 2.131 -2.670 -1.134
C 2.302 -2.717 1.279
C 3.667 -2.045 1.118
C 3.489 -0.609 0.583
N 2.132 -0.168 0.801
C 1.263 0.281 -0.126
O 0.081 0.444 0.146
C 1.806 0.631 -1.496
C 2.686 1.887 -1.437
H 3.456 1.844 -2.209
H 3.179 1.953 -0.467
C 1.881 3.174 -1.655
N 0.736 3.315 -0.782
C 0.843 3.495 0.540
O 1.887 3.535 1.159
C -0.522 3.723 1.228
N -1.295 2.504 1.335
C -1.217 1.751 2.455
N -1.798 0.618 2.639
C -2.526 0.166 1.601
C -2.718 0.848 0.404
C -3.528 0.121 -0.516
C -3.928 -1.078 -0.004
S -3.326 -1.359 1.611
C -4.777 -2.098 -0.676
H -5.749 -1.675 -0.933
H -4.308 -2.436 -1.600
H -4.930 -2.955 -0.026
C -3.907 0.602 -1.877
H -3.411 1.546 -2.081
H -3.618 -0.126 -2.633
H -4.986 0.745 -1.943
C -2.020 2.088 0.209
O -2.011 2.777 -0.804
H -0.612 2.145 3.261
H -0.337 4.119 2.228
H -1.098 4.440 0.637
H -0.198 3.172 -1.158
H 1.511 3.215 -2.681
H 2.547 4.027 -1.484
H 2.356 -0.219 -1.901
H 0.946 0.813 -2.144
C 1.665 -0.456 2.141
C 1.478 -1.969 2.333
H 0.427 -2.237 2.232
H 1.808 -2.258 3.332
H 0.723 0.069 2.297
H 2.409 -0.062 2.839
H 3.720 -0.585 -0.479
H 4.175 0.074 1.100
H 4.282 -2.617 0.424
H 4.164 -2.037 2.089
H 2.436 -3.757 1.597
H -1.569 -2.181 -2.565
H 0.115 -1.681 -2.362
H -1.088 -1.218 -1.155

In the Löwdin picture, each atom carries the following charge in e: -0.05, -0.19, 0.12, 0.13, 0.00, -0.46, 0.12, -0.20, -0.11, -0.13, -0.04, -0.43, 0.05, -0.09, -0.16, 0.11, 0.10, -0.16, 0.08, -0.47, 0.07, -0.03, 0.03, -0.15, 0.08, -0.54, -0.13, -0.27, -0.54, 1.11, -0.09, 0.08, 0.08, 0.07, -0.02, 0.07, 0.08, 0.09, -0.36, 0.04, 0.14, 0.13, 0.14, 0.11, 0.12, 0.12, 0.10, 0.13, -0.10, -0.10, 0.11, 0.12, 0.10, 0.13, 0.11, 0.13, 0.12, 0.12, 0.16, 0.08, 0.07, 0.06